Entry 1:
{"formula": "C42H37N4O20", "method": "the ωB97M-V functional and the def2-TZVPD basis", "symbols": ["C", "H", "C", "C", "C", "C", "C", "H", "C", "O", "C", "O", "C", "H", "O", "C", "O", "C", "H", "C", "H", "H", "C", "C", "C", "H", "H", "H", "C", "H", "O", "H", "C", "H", "C", "O", "C", "O", "O", "H", "N", "O", "C", "N", "C", "O", "H", "C", "H", "C", "H", "C", "O", "C", "O", "H", "O", "C", "H", "C", "C", "H", "H", "H", "H", "N", "O", "H", "O", "O", "C", "C", "H", "C", "C", "C", "H", "H", "H", "C", "O", "C", "H", "O", "H", "C", "O", "H", "H", "H", "C", "C", "O", "C", "C", "N", "C", "H", "H", "H", "C", "H", "H"], "xyz": [[-1.89260, -5.42989, -3.94069], [8.71612, 6.35311, 6.55595], [1.77001, 3.77128, -3.03988], [-0.10812, -0.15134, -0.57785], [-6.53353, -1.31910, -2.40258], [-6.73662, -2.48158, -3.25867], [6.66730, 5.71125, 6.16867], [3.77959, -0.97351, -0.28978], [0.93804, 1.66460, 2.43857], [-0.32267, -7.16365, -4.01139], [5.82939, 4.59550, 5.63389], [6.12294, 6.70991, 6.60115], [-2.80894, 3.20736, -0.81808], [-2.97646, -6.57875, -0.30496], [5.69641, -5.96576, 0.43213], [4.92579, -5.03032, 0.51032], [8.37412, 2.34683, 4.62316], [-0.67574, -0.33124, -2.02695], [-4.53407, -3.76797, -1.82957], [2.64229, 1.60246, 4.73350], [-0.11520, 4.51952, -3.53433], [-9.10665, -4.32752, -4.04783], [1.01979, 2.81423, 3.39086], [-3.61922, 2.12302, -3.00863], [3.05440, -2.88946, 0.79295], [-1.51811, 0.58542, -3.87880], [2.31806, 4.62742, -1.03086], [-0.93034, -0.32378, 0.15218], [8.12065, 5.54686, 6.15044], [2.03646, 2.74047, -2.67052], [-7.47840, 0.26656, -0.83300], [1.83671, -4.29983, 1.91967], [-7.70278, -0.79436, -1.63531], [-4.44921, 4.14539, 0.43142], [7.83322, 3.33272, 5.08805], [2.29460, -1.93739, 0.89899], [-0.25273, 3.06239, -2.30182], [3.36791, -0.59554, 4.02446], [-8.15719, -4.11657, -4.14323], [4.34839, 5.63548, 6.08409], [-1.04096, -1.49211, -2.42454], [10.00530, 4.26175, 5.62204], [8.67223, 4.43633, 5.64773], [-1.19783, 2.14534, -2.45288], [1.41965, 4.50875, -1.68148], [-5.44953, -0.77187, -2.29141], [5.78198, 2.67892, 4.73855], [-9.12484, -2.50381, -2.61830], [0.21680, 1.00175, -3.51828], [-3.31219, -5.17413, -1.85729], [-0.05990, -7.87782, -3.39857], [5.19845, -3.72898, -0.10107], [-1.12450, -7.94369, -1.55096], [-4.97799, 2.49425, -2.66541], [0.17913, 1.73695, 1.48176], [1.88259, 3.60189, 5.15727], [0.24982, 3.88858, 3.11734], [-2.94564, -4.70972, -3.22993], [-6.29985, 3.50547, -1.20799], [2.76909, -4.19136, 1.38292], [-1.29563, -6.48614, -3.37872], [-5.77225, 2.23679, -3.40188], [3.84322, -0.37620, 4.84974], [6.12334, -3.62252, -0.65120], [-1.36053, -1.42629, -3.40460], [0.28338, 3.68757, -1.12752], [-4.26831, -4.47763, -1.21366], [-3.32308, 1.60044, -3.94095], [3.39828, -6.40726, 1.78556], [-3.52671, -3.75151, -3.70938], [6.38086, 3.48947, 5.13039], [1.78137, 0.49769, 2.69524], [4.17388, -6.95558, 1.55547], [-2.56949, 2.49927, -2.05855], [3.63943, -5.20001, 1.25403], [-2.71876, -6.23166, -1.29615], [1.09048, 5.52541, -2.03961], [1.73114, -0.32518, 1.99194], [-0.32252, 4.45954, -0.80218], [-1.68106, -6.96784, -2.01671], [-10.21010, -3.03221, -2.75598], [-7.94607, -3.04438, -3.36444], [-5.87420, -2.85868, -3.79359], [4.48902, 4.75685, 5.68058], [-1.62470, -5.07312, -4.92564], [-4.19571, 3.57375, -0.49053], [3.36707, 1.52814, 5.70638], [2.45951, 4.26876, -3.75364], [10.14738, 3.38689, 5.21211], [-6.52986, 0.47591, -0.93632], [1.81631, 2.77787, 4.46026], [-5.24736, 3.20986, -1.42535], [4.55273, -1.51777, -0.52865], [-8.91285, -1.35046, -1.74118], [4.32650, -2.72621, 0.02671], [0.35693, 3.59451, -3.53023], [2.58234, 0.46383, 3.76764], [-0.22788, 3.66101, 2.29873], [0.73186, -0.88387, -0.46016], [-9.76814, -0.97932, -1.19323], [-0.80116, 0.84911, -3.05872], [-2.03691, 3.52040, -0.08570], [0.32282, 0.88002, -0.52551]], "lowdin_charge": [0.08, 0.14, -0.13, -0.02, -0.32, 0.07, -0.31, 0.11, -0.29, 0.11, -0.22, 0.12, -0.01, 0.14, 0.13, -0.31, 0.11, -0.34, 0.10, -0.31, 0.15, 0.12, -0.23, 0.01, -0.29, 0.12, 0.14, 0.10, 0.08, 0.13, 0.09, 0.14, -0.23, 0.11, -0.31, 0.05, -0.24, 0.12, 0.12, 0.12, 0.15, 0.11, -0.23, 0.00, -0.15, 0.09, 0.12, -0.31, 0.15, -0.22, 0.12, 0.08, 0.12, -0.05, 0.05, 0.14, 0.09, -0.31, 0.11, 0.08, -0.23, 0.12, 0.12, 0.14, 0.06, 0.11, 0.10, 0.11, 0.12, 0.08, 0.07, 0.09, 0.13, -0.14, -0.22, 0.08, 0.13, 0.10, 0.14, -0.31, 0.13, -0.22, 0.12, 0.09, 0.14, -0.04, 0.12, 0.14, 0.12, 0.10, 0.09, -0.07, 0.10, 0.08, -0.22, 0.06, -0.22, 0.10, 0.07, 0.14, -0.05, 0.09, 0.05], "charge": 1, "energy_ha": -3346.088501, "lumo_energy_ev": -4.81, "e_homo_ev": -11.130, "homo_lumo_gap_ha": 0.232}



Entry 2:
{"formula": "C3H11NO", "method": "the ωB97M-V functional and the def2-TZVPD basis", "symbols": ["H", "H", "H", "H", "N", "H", "H", "H", "C", "H", "O", "C", "H", "H", "H", "C"], "xyz": [[-0.03229, -1.96979, -1.97910], [-0.45046, -0.77418, -0.04528], [1.28164, 1.23254, 1.04201], [-0.02474, -4.27892, -0.34342], [0.21753, -3.30891, -0.32804], [-1.46543, -2.74541, -1.69683], [0.53033, -2.91765, 0.53538], [-0.66581, 2.63713, -0.44474], [-0.54344, -2.45991, -1.15538], [1.00515, 3.18003, -0.59827], [-1.11746, -1.34711, -0.40330], [0.20787, 2.92846, 0.11852], [-0.46648, 1.46559, 1.36596], [0.16661, 3.96118, 0.46031], [0.84909, 2.44517, 2.19056], [0.50789, 1.95179, 1.28163]], "lowdin_charge": [0.10, 0.04, 0.05, 0.07, 0.03, 0.12, 0.07, 0.05, -0.34, 0.06, -0.09, -0.17, 0.06, 0.05, 0.06, -0.16], "charge": 0, "energy_ha": -250.838716, "lumo_energy_ev": 0.94, "e_homo_ev": -9.230, "homo_lumo_gap_ha": 0.374, "e_above_lowest_kcal_mol": 36.4}



Entry 3:
{"formula": "C2H6O3", "method": "the ωB97M-V functional and the def2-TZVPD basis", "symbols": ["C", "H", "H", "O", "H", "C", "H", "O", "H", "O", "H"], "xyz": [[1.22813, 1.14224, 1.50877], [0.07345, -0.12643, -1.19335], [0.89834, 1.05614, 2.55779], [-1.73719, -1.64595, -2.33331], [2.26716, 0.77935, 1.43572], [0.33054, 0.33921, 0.61552], [-1.92957, -1.64260, -1.36830], [0.72086, 0.43247, -0.68295], [1.20595, 2.20633, 1.21922], [-0.62469, -0.31833, 0.96381], [-2.43297, -2.22245, -2.72293]], "lowdin_charge": [0.00, 0.12, 0.09, -0.09, 0.09, -0.57, 0.04, 0.08, 0.09, 0.08, 0.05], "charge": 0, "energy_ha": -305.544571, "lumo_energy_ev": 0.70, "e_homo_ev": -10.690, "homo_lumo_gap_ha": 0.418, "e_above_lowest_kcal_mol": 5.0}